(1)
C6H9N3 | ωB97M-V/def2-TZVPD

Atoms and positions in Å:
C  1.760  2.241  0.127
C  2.253  1.408  1.094
C  0.451  0.507  0.145
C  -2.133  1.143  -1.048
C  -1.710  -0.053  -0.621
C  -0.145  -1.852  -0.068
N  0.659  1.599  -0.466
N  1.551  0.258  1.050
N  -0.480  -0.436  -0.122
H  1.837  3.282  0.003
H  3.077  1.335  1.740
H  -3.235  1.365  -1.374
H  -1.362  1.896  -1.110
H  -2.292  -0.937  -0.811
H  -0.511  -2.527  0.728
H  -0.383  -2.366  -1.158
H  0.879  -2.057  0.027
H  1.490  -0.343  1.928

Summary:
Lowest unoccupied orbital energy (alpha / beta) (Eh): 0.0267 / -0.0780
Multiplicity: 3
HOMO level (alpha / beta) (eV): -3.18 / -7.98
Charge: 0
Relative energy (zero: lowest compared OMol25 entry of this formula, charge and spin) (kcal per mole): 27.82

---

(2)
C6H9N3O | ωB97M-V/def2-TZVPD

Atoms and positions in Å:
C  -2.296  1.278  -1.062
C  -2.975  1.248  0.131
C  -1.263  0.220  -0.814
C  -0.383  -0.154  -1.794
C  0.291  -1.233  -1.807
C  3.713  -0.432  0.686
N  -1.197  -0.146  0.461
N  1.679  0.423  0.662
N  -2.322  0.373  0.993
O  2.962  0.545  0.236
H  -2.333  2.162  -1.756
H  -3.895  1.654  0.467
H  1.078  1.114  0.444
H  0.343  -1.897  -0.923
H  0.941  -1.350  -2.689
H  -0.258  0.521  -2.649
H  4.850  -0.446  0.512
H  3.090  -1.279  1.059
H  -2.704  0.351  1.957

Summary:
Lowest unoccupied orbital energy (alpha / beta) (Eh): 0.0176 / 0.0272
HOMO level (alpha / beta) (eV): -7.75 / -8.50
Charge: 0
Relative energy (zero: lowest compared OMol25 entry of this formula, charge and spin) (kcal per mole): 176.12